89
Properties=species:S:1:pos:R:3 method="wB97M-V/def2-TZVPD" multiplicity=2 homo_ev="-10.782 / -10.771" e_lumo_ev="-4.53 / -4.09" charge=+1 e_above_lowest_ev=0.704 orbital_gap_ev="6.25 / 6.68"
Re 1.51264 -1.74106 -2.06763
Cl 0.39824 -3.43225 -3.05275
S -1.44082 -1.19199 -1.00986
S 3.03019 -3.01404 -0.75351
S 2.00238 0.55448 -1.17817
P 2.46015 -0.17353 -4.48456
P -0.30218 -0.08410 -4.45397
O -1.25987 -1.23910 -4.99357
O 2.41426 1.05554 -3.67214
O 3.55022 -0.07092 -5.61035
O 0.01884 -0.47955 -3.00090
O 3.35493 -0.07774 -1.28586
O -0.81402 1.26514 -4.68026
O 2.70478 -1.48951 -3.68749
O 1.08035 -0.41544 -5.26718
O -0.02261 -1.68003 -0.59913
N 2.94668 -5.27899 0.63559
N 1.05306 -4.87559 -0.36032
C 1.57763 0.36062 0.58968
C 3.00025 4.34338 -0.40492
C 2.28164 -4.44185 -0.15492
C 0.31945 0.65563 1.04591
C 0.60910 -0.53638 4.58435
C 2.54903 -0.21554 1.42944
C 2.24451 -0.49493 2.72851
C 2.17230 5.08256 -1.25180
C -1.92233 3.31552 -0.51848
C -0.00932 0.38872 2.40961
C 1.27501 4.40982 -2.07645
C 0.82087 -6.18532 0.25431
C -0.72223 1.27844 0.17302
C 2.13722 -6.43502 1.02506
C -1.31294 5.46617 0.39526
C -2.71457 2.52767 -1.38692
C 2.27483 6.58140 -1.27971
C 2.03204 2.33475 -1.21276
C 1.20515 3.02650 -2.07816
C 0.95858 -0.21774 3.24838
C -0.14389 3.49322 1.14027
C -4.92531 -3.71396 3.25671
C -2.52210 1.18554 -1.46983
C -2.41505 -1.89066 0.30690
C -0.63456 -0.25060 5.06658
C -2.09058 4.71826 -0.43962
C -1.59038 0.37849 4.24000
C -1.88480 -2.20022 1.54881
C -1.28919 0.68858 2.94538
C -1.53310 0.56395 -0.67288
C 2.94088 2.96228 -0.37660
C -2.70448 -2.78316 2.50162
C -0.33378 4.84365 1.19797
C -4.04101 -3.06587 2.22805
C -3.73760 -2.18714 -0.00177
C -4.54485 -2.76074 0.96398
C -0.92757 2.69126 0.27375
H -5.87273 -3.18269 3.34503
H -0.04608 -6.14901 0.91072
H -2.56777 0.61594 4.63883
H 1.35314 -1.00553 5.21678
H 2.16676 6.99795 -0.27697
H 3.52919 -0.42793 1.02540
H -5.57817 -2.98654 0.73135
H -1.70719 -0.97039 -5.80416
H 2.61786 -7.36379 0.72441
H 2.99444 -0.93261 3.37653
H -5.15299 -4.74108 2.96604
H -0.84398 -1.99628 1.76247
H 0.64510 -6.93688 -0.51417
H -4.12541 -1.96859 -0.98993
H 0.43913 -4.44473 -1.04140
H 3.58957 2.38785 0.27296
H -3.45791 3.01320 -2.00616
H -3.10040 0.58636 -2.16332
H 3.69959 4.85706 0.24357
H -4.44700 -3.73698 4.23405
H 0.63179 4.97026 -2.74295
H 1.98635 -6.45143 2.10335
H 0.61516 3.02982 1.75633
H -2.29686 -3.01318 3.47860
H -1.44193 6.53937 0.44565
H -2.84770 5.18713 -1.05591
H 0.27349 5.44358 1.86332
H 3.25290 6.88586 -1.65531
H 0.53440 2.50179 -2.74942
H -2.03073 1.16368 2.31711
H 1.51333 7.02032 -1.92150
H 3.58271 -0.82169 -6.21421
H 3.89555 -5.12200 0.92738
H -0.88967 -0.49745 6.08886